Entry 1:
Entry from the Open Molecules 2025 dataset: a structure of composition C24H33AsCsN2O8P2S at a distorted geometry (wB97M-V/def2-TZVPD).

Charge: -1
E_HOMO: -5.23 eV
DFT total energy: -135585.127 eV
LUMO level: 1.9 eV

```
72
Properties=species:S:1:pos:R:3:forces:R:3:lowdin_charge:R:1
Cs -0.9023 -1.1610 1.0526 3.668 3.513 1.702 1.396
C 1.3323 -1.2696 5.1863 -0.082 0.146 -0.174 -0.284
P 0.7752 -0.2169 3.7732 0.358 0.426 1.102 0.758
C -0.4909 0.7692 4.6914 0.068 -0.168 -0.225 -0.290
C 2.1491 1.0313 3.7830 -0.229 -0.094 0.111 -0.462
C 3.4191 0.4440 3.1857 -0.098 -0.054 -0.289 -0.452
P 3.0433 -0.3634 1.5382 0.712 0.110 -0.075 0.849
C 3.0616 -2.1439 1.9927 -0.069 0.134 -0.075 -0.312
C 4.7861 -0.3075 0.8794 -0.339 0.015 0.029 -0.323
H 1.5304 -0.6718 6.0800 0.008 -0.048 0.013 0.037
H 2.2312 -1.8120 4.9011 0.059 -0.086 0.045 0.021
H 0.5479 -1.9974 5.3908 0.020 -0.065 0.072 0.040
H -0.0768 1.2412 5.5862 -0.011 -0.033 -0.014 0.035
H -1.3031 0.0971 4.9714 -0.053 0.073 0.038 0.038
H -0.8971 1.5327 4.0294 -0.083 0.064 0.000 0.026
H 2.3231 1.4190 4.7945 -0.081 0.030 -0.050 0.076
H 1.8092 1.8521 3.1445 -0.007 0.066 0.055 0.061
H 3.8729 -0.2840 3.8640 0.078 0.012 -0.014 0.069
H 4.1458 1.2437 3.0076 0.022 -0.121 0.002 0.070
H 3.9465 -2.4016 2.5786 -0.006 -0.036 0.032 0.040
H 3.0461 -2.7195 1.0690 0.008 -0.111 -0.034 0.039
H 2.1567 -2.4047 2.5316 -0.105 -0.123 0.069 0.005
H 5.5010 -0.6965 1.6073 0.035 -0.015 0.006 0.031
H 5.0525 0.7172 0.6237 0.028 0.046 -0.023 0.022
H 4.8350 -0.9102 -0.0261 0.057 -0.033 -0.062 0.025
O 1.3441 2.9269 -6.3150 -0.187 0.248 -0.059 -0.061
C 1.9551 1.7346 -5.8610 0.378 -0.307 -0.032 -0.220
C 1.3170 1.2813 -4.5738 -0.063 -0.065 -0.117 -0.195
C 1.1446 -0.0684 -4.2919 0.047 0.241 0.042 -0.012
C 0.5943 -0.4264 -3.0679 0.202 -0.127 -0.321 -0.106
N 0.2156 0.4560 -2.1666 -0.325 -0.080 0.648 0.143
C 0.3434 1.7457 -2.4361 0.321 0.019 -0.511 -0.214
C 0.9025 2.2055 -3.6281 -0.059 -0.130 0.065 0.036
C -0.1631 2.7006 -1.4297 -0.259 0.547 -0.077 -0.218
C -0.9557 3.7703 -1.8457 0.039 -0.048 0.283 0.033
C -1.4551 4.6512 -0.8960 0.025 0.078 0.093 -0.191
C -2.2577 5.8563 -1.3187 -0.199 -0.215 -0.029 -0.218
O -1.4224 6.9112 -1.7682 0.179 0.231 -0.134 -0.058
C -1.1319 4.4215 0.4348 -0.049 -0.014 -0.299 -0.002
C -0.3255 3.3367 0.7409 -0.086 0.314 0.217 -0.120
N 0.1595 2.5073 -0.1590 0.213 -0.563 -0.096 0.149
H 1.7344 3.1736 -7.1591 0.007 -0.029 0.091 0.086
H 3.0303 1.9109 -5.6818 -0.186 -0.093 -0.027 0.129
H 1.8684 0.9411 -6.6173 0.001 0.061 0.167 0.120
H 1.4369 -0.8215 -5.0064 0.013 -0.144 -0.092 0.107
H 0.4424 -1.4634 -2.8001 0.020 -0.147 -0.025 0.118
H 1.0211 3.2595 -3.8241 -0.034 0.124 0.036 0.118
H -1.1937 3.8935 -2.8926 -0.074 -0.033 -0.127 0.124
H -2.8163 6.2669 -0.4737 0.022 -0.123 -0.106 0.119
H -2.9693 5.5746 -2.1104 0.065 0.017 0.191 0.122
H -0.8535 6.5670 -2.4657 -0.011 0.007 0.063 0.083
H -1.5006 5.0794 1.2053 -0.034 0.055 0.156 0.110
H -0.0343 3.1404 1.7640 -0.033 -0.015 0.166 0.097
O -4.8966 -1.2398 0.3444 0.387 -0.006 -0.573 -0.392
As -3.5218 -0.6129 -0.6949 -1.953 -0.310 -1.513 1.000
O -2.4517 -2.2485 -0.5138 -1.171 0.028 -0.945 -0.603
O -2.7256 0.3488 0.3444 -0.782 1.593 0.084 -0.929
C -2.8846 -3.4729 -0.7340 -0.338 -0.914 -0.389 -0.394
C -3.9235 -3.7785 -1.6204 0.020 0.366 0.022 -0.040
C -4.3099 -5.0846 -1.8471 0.006 -0.110 -0.042 -0.105
C -3.6700 -6.1313 -1.2010 0.022 -0.028 0.032 -0.110
C -2.6452 -5.8435 -0.3095 0.003 -0.262 -0.054 -0.073
C -2.2564 -4.5449 -0.0817 0.558 0.573 0.634 -0.181
S -0.9617 -4.1828 1.1385 0.298 -1.260 0.222 0.380
O -0.5028 -5.4600 1.6622 -0.314 0.172 -0.305 -0.345
O -1.6033 -3.3342 2.1518 -0.519 -1.425 0.302 -0.586
O 0.0862 -3.4350 0.4312 0.127 -1.476 -0.435 -0.584
H -4.4352 -1.4875 1.1487 -0.130 -0.132 0.581 -0.004
H -4.4229 -2.9549 -2.1129 -0.070 -0.040 -0.073 0.087
H -5.1153 -5.2884 -2.5425 -0.027 0.008 -0.004 0.094
H -3.9677 -7.1534 -1.3852 -0.015 -0.082 0.013 0.087
H -2.1189 -6.6150 0.2312 0.011 -0.154 0.035 0.103
```
Forces are in eV/Å.

Entry 2:
Entry from the Open Molecules 2025 dataset: a structure of composition C24H33AuN3P2 at a distorted geometry (wB97M-V/def2-TZVPD).

Charge: +1
Spin multiplicity: 3
E_HOMO (spin up / spin down): -8.25 / -10.13 eV
DFT total energy: -52157.147 eV
LUMO level (spin up / spin down): -1.8 / -5.3 eV

```
63
Properties=species:S:1:pos:R:3:forces:R:3:mulliken_spin:R:1
C -1.5813 3.6415 -2.8089 0.446 0.957 -0.070 0.090
C -1.3436 2.3503 -2.3452 0.764 -1.319 0.073 0.096
C -0.0228 1.8160 -2.3002 0.090 1.660 -0.521 0.041
C 1.0576 2.6644 -2.7668 -1.490 0.817 -0.082 -0.003
C 0.7821 3.9733 -3.2346 0.818 -1.252 0.329 0.173
C -0.5179 4.4511 -3.2230 -1.375 0.040 0.101 0.062
C 2.3511 2.1280 -2.7617 0.993 0.590 -0.433 0.432
C 2.5253 0.7448 -2.6327 0.467 -1.943 0.026 -0.028
C 1.3870 -0.0536 -2.2174 1.502 -0.300 -0.275 0.043
C 1.5167 -1.4736 -2.1979 -0.742 1.074 0.199 0.104
C 2.7449 -2.0653 -2.4811 1.405 0.163 -0.156 0.091
C 3.8550 -1.2839 -2.8411 -0.274 -1.097 0.137 0.052
C 3.7466 0.0959 -2.9560 -0.952 1.205 0.201 0.181
H -2.6139 4.0120 -2.8080 0.517 -0.044 -0.097 0.011
H 1.6140 4.5568 -3.6443 -0.400 -0.095 0.269 0.007
H -0.7348 5.4641 -3.5476 0.081 -0.125 -0.045 0.007
H 3.2185 2.7695 -2.9426 -0.317 -0.207 -0.072 -0.003
H 2.8568 -3.1510 -2.3807 -0.062 0.429 -0.176 0.014
H 4.8156 -1.7658 -3.0475 -0.411 0.125 0.051 0.007
H 4.5692 0.7272 -3.3212 -0.281 -0.471 0.259 0.005
N 0.2008 0.5333 -1.8963 -0.823 -0.479 -1.095 0.436
Au -0.6274 -0.0754 0.6315 -0.442 0.594 -0.479 0.046
C -2.4862 1.4812 -1.9079 -0.083 0.211 0.485 0.011
H -2.4758 0.4957 -2.3967 -0.122 0.354 0.077 0.005
H -3.4422 2.0133 -2.0158 0.130 -0.278 -0.454 0.008
C 0.3290 -2.3328 -1.8441 0.373 -0.133 -0.088 0.006
H -0.5624 -1.9999 -2.3825 0.054 -0.115 0.064 0.004
H 0.5665 -3.3828 -2.0545 -0.212 0.141 -0.228 0.011
P -2.3597 1.2057 -0.1052 1.556 -0.227 0.265 0.018
P 0.0157 -2.1840 -0.0600 0.301 0.238 -0.231 0.044
C 1.4754 -2.9619 0.6666 0.234 -0.723 0.165 0.000
H 1.3613 -3.0878 1.7462 -0.114 0.057 -0.090 0.001
H 1.6591 -3.9573 0.2371 0.036 0.208 0.069 0.001
H 2.3556 -2.3316 0.4930 -0.197 -0.108 -0.106 0.001
C -1.4425 -3.1621 0.3599 -0.007 -0.695 -0.030 0.002
H -1.3269 -4.2219 0.1035 -0.174 0.120 0.044 0.002
H -1.6150 -3.0721 1.4378 0.054 -0.058 -0.125 0.000
H -2.3124 -2.7365 -0.1561 0.241 -0.167 0.039 -0.001
C -2.4059 2.8500 0.6069 -0.662 0.466 0.008 0.004
H -3.3401 3.3322 0.3060 0.051 0.302 0.195 0.001
H -2.3412 2.7840 1.6967 -0.101 -0.013 -0.166 0.000
H -1.5597 3.4483 0.2547 -0.114 -0.206 -0.037 0.000
C -3.8217 0.3004 0.3617 -0.684 0.277 -0.026 0.001
H -3.8923 0.2629 1.4486 -0.147 0.043 -0.151 0.001
H -4.6849 0.8075 -0.0657 -0.371 -0.210 0.121 0.001
H -3.7441 -0.7198 -0.0177 -0.094 0.108 -0.044 -0.002
H 2.0963 2.5449 -0.5157 -0.201 -0.665 1.146 -0.014
H 1.9485 2.0992 0.1057 0.198 0.660 -0.719 0.022
C 2.3469 -1.8015 5.0746 0.505 -0.357 0.672 0.000
C 1.1514 -1.3372 4.3587 -0.814 0.090 -0.120 0.001
C -0.1905 -1.3568 4.7170 -0.089 -0.214 0.107 0.000
C -0.9184 -0.8542 3.6294 2.133 0.085 -0.576 -0.001
N -0.0373 -0.5219 2.6554 -0.069 0.126 1.348 0.006
N 1.2001 -0.8242 3.1193 -0.365 0.026 0.107 0.001
C -2.3735 -0.6960 3.4702 -0.890 0.044 0.085 0.002
H 2.3900 -1.3109 6.0577 0.246 -0.066 -0.333 0.000
H 2.2531 -2.8782 5.2835 0.165 0.288 -0.152 0.000
H 3.2779 -1.6230 4.5106 -0.388 -0.030 0.317 0.000
H -0.6259 -1.7192 5.6362 0.201 0.012 -0.003 0.000
H 2.0442 -0.6590 2.5722 -0.646 0.039 0.130 0.000
H -2.7998 -1.3735 2.7054 0.280 0.301 0.347 -0.001
H -2.8653 -0.9135 4.4261 0.073 -0.021 -0.250 0.000
H -2.6464 0.3347 3.2044 0.197 -0.228 -0.004 0.000
```
Forces are in eV/Å.

Entry 3:
Entry from the Open Molecules 2025 dataset: a cluster of 8 separate species, C24H33BO27S in total at a distorted geometry (wB97M-V/def2-TZVPD).

SMILES: O=C1OC[C@@](S)(OB(O)O)O1.O=C1OCCO1.O=C1OCCO1.O=C1OCCO1.O=C1OCCO1.O=C1OCCO1.O=C1OCCO1.O=C1OCCO1
E_HOMO: -8.71 eV
DFT total energy: -92218.700 eV
LUMO level: 0.3 eV

```
86
Properties=species:S:1:pos:R:3:forces:R:3:lowdin_charge:R:1
O -0.8853 -0.2579 2.0114 2.942 -1.600 -3.808 0.150
C -0.2311 -0.4510 0.9808 -0.935 1.654 2.123 -0.379
O 0.2908 -1.6510 0.4048 -2.231 2.104 0.066 0.002
C -0.0553 -1.4860 -1.0188 -0.468 -0.946 -0.397 -0.102
C 0.0201 0.1019 -1.1887 3.150 0.745 -2.665 -0.680
S 1.7240 0.3351 -1.9560 0.419 0.595 -0.611 0.869
O -0.8211 0.7700 -2.1440 -1.840 -1.378 2.976 0.060
B -2.2172 0.7657 -1.7611 -1.809 0.364 -0.430 -0.589
O -2.7851 1.4314 -0.6287 1.219 0.154 -2.475 0.142
O -3.1509 0.0581 -2.6320 1.918 -0.240 2.281 0.105
O 0.1553 0.6599 0.1347 -2.110 -3.154 -0.136 0.033
H 0.6735 -2.1153 -1.6459 -0.740 1.590 1.087 0.134
H -1.0604 -1.9743 -1.3029 0.962 1.042 0.962 0.145
H 1.5415 0.9750 -3.1941 -0.428 -0.725 1.366 -0.082
H -2.6202 2.4092 -0.6672 0.298 -1.068 0.533 0.108
H -3.0185 -0.8967 -2.4097 -0.271 0.933 -0.801 0.099
O -2.1885 4.3936 0.5704 -0.687 -0.376 0.498 0.135
C -2.9623 4.0918 1.4417 0.486 0.140 -0.361 -0.547
O -4.2413 4.5455 1.5243 0.873 0.003 -0.164 0.071
C -4.8870 3.7914 2.5446 -0.765 -0.211 0.117 -0.125
C -3.7446 3.3294 3.3955 -0.043 -0.262 0.921 -0.122
O -2.6682 3.2537 2.4700 -0.043 0.514 -0.739 0.077
H -5.5945 4.4117 3.0974 0.078 0.073 -0.202 0.132
H -5.4271 2.9641 2.0830 0.117 0.180 0.050 0.109
H -3.4876 4.0484 4.1795 0.017 -0.007 -0.068 0.137
H -3.9327 2.3591 3.8539 0.191 0.103 -0.141 0.117
O 5.1249 1.7204 -3.9043 0.300 -0.619 0.432 0.138
C 5.5396 0.7663 -3.3073 -0.417 0.563 -0.427 -0.549
O 6.8501 0.5630 -2.9976 -0.600 0.200 -0.217 0.064
C 6.9027 -0.5426 -2.1036 0.660 -0.343 0.460 -0.132
C 5.6386 -1.2821 -2.4094 -0.480 -0.933 0.283 -0.139
O 4.7615 -0.2520 -2.8539 0.389 0.924 -0.273 0.016
H 7.7925 -1.1469 -2.2833 -0.083 0.174 -0.129 0.127
H 6.9305 -0.1657 -1.0764 -0.034 0.024 -0.048 0.134
H 5.7635 -2.0078 -3.2112 -0.059 0.233 0.187 0.106
H 5.2309 -1.7872 -1.5355 -0.138 0.274 -0.192 0.107
O 0.7070 0.9876 -6.1033 -0.023 1.080 0.091 0.149
C 0.7051 2.1853 -6.0439 0.085 -1.202 -0.071 -0.551
O 1.8128 2.9635 -6.1796 -0.513 -0.332 0.099 0.067
C 1.3699 4.3096 -6.2763 0.501 0.629 -0.213 -0.134
C 0.0318 4.2740 -5.6020 -0.467 0.627 0.333 -0.136
O -0.4067 2.9422 -5.8309 0.409 -0.304 -0.154 0.060
H 2.0691 4.9849 -5.7812 0.061 -0.233 -0.042 0.137
H 1.2993 4.5834 -7.3332 -0.022 -0.036 0.049 0.133
H 0.1018 4.4429 -4.5234 0.025 -0.032 -0.061 0.136
H -0.6696 4.9929 -6.0283 -0.061 -0.225 0.024 0.134
O 6.5133 -3.4578 -0.5487 -0.477 -0.357 0.718 0.160
C 5.7394 -3.7678 0.3115 0.639 0.228 -0.670 -0.531
O 4.4551 -3.3248 0.3839 0.625 -0.151 -0.024 0.060
C 3.8062 -4.0838 1.3951 -0.877 -0.010 0.181 -0.128
C 4.9448 -4.5401 2.2565 -0.017 -0.286 0.800 -0.131
O 6.0314 -4.6068 1.3423 -0.125 0.296 -0.506 0.068
H 3.0888 -3.4700 1.9415 0.087 0.076 -0.220 0.138
H 3.2756 -4.9173 0.9257 0.060 0.041 0.009 0.136
H 5.1888 -3.8209 3.0437 -0.012 -0.021 -0.076 0.137
H 4.7593 -5.5140 2.7116 0.197 0.045 -0.122 0.136
O 7.2529 -3.1081 -3.9752 0.355 -1.191 -0.275 0.150
C 7.3111 -4.3033 -4.0117 -0.004 0.981 0.073 -0.519
O 8.4349 -5.0092 -4.3112 -0.511 0.301 0.077 0.072
C 8.1594 -6.3739 -4.0283 0.591 -0.615 0.063 -0.133
C 6.6651 -6.4429 -4.1228 -0.516 -0.652 -0.095 -0.133
O 6.2607 -5.1306 -3.7594 0.451 0.361 -0.061 0.067
H 8.6538 -7.0274 -4.7485 0.052 0.229 0.013 0.135
H 8.5271 -6.6082 -3.0251 -0.047 0.042 -0.043 0.136
H 6.3189 -6.6511 -5.1394 0.038 0.035 0.049 0.135
H 6.2380 -7.1831 -3.4445 -0.073 0.221 0.001 0.135
O -7.1936 1.8268 2.5879 0.085 -0.731 0.558 0.139
C -6.7927 0.8665 3.1861 -0.301 0.457 -0.360 -0.535
O -5.4876 0.6434 3.4912 -0.769 0.165 -0.329 0.048
C -5.4499 -0.4593 4.3877 0.761 -0.547 0.698 -0.125
C -6.7284 -1.1809 4.0894 -0.142 -0.837 0.133 -0.122
O -7.5867 -0.1376 3.6453 0.304 0.618 -0.239 0.069
H -4.5698 -1.0782 4.2065 -0.020 0.226 -0.171 0.142
H -5.4126 -0.0800 5.4104 -0.021 -0.036 -0.175 0.108
H -6.6178 -1.9152 3.2860 -0.043 0.078 0.009 0.135
H -7.1423 -1.6775 4.9682 -0.125 0.173 -0.120 0.137
O -5.3371 1.7801 6.4148 -0.655 0.640 0.084 0.143
C -6.2870 2.5112 6.4437 0.605 -0.390 0.012 -0.530
O -6.2377 3.8443 6.1817 0.099 -0.684 0.159 0.063
C -7.5807 4.3031 6.0929 -0.335 0.793 -0.363 -0.126
C -8.3371 3.2874 6.8939 -0.840 0.097 0.332 -0.125
O -7.5521 2.1122 6.7426 0.671 0.086 -0.209 0.068
H -7.6750 5.3106 6.5004 0.222 -0.103 -0.036 0.138
H -7.8812 4.3156 5.0412 0.030 -0.058 0.058 0.136
H -8.3880 3.5444 7.9559 0.048 -0.029 -0.063 0.137
H -9.3492 3.1299 6.5188 0.162 -0.186 0.021 0.139
```
Forces are in eV/Å.

- What is the formula in the first record?
  C24H33AsCsN2O8P2S